This record from the Open Molecules 2025 dataset describes 5 unconnected molecules or ions with the total composition C18H29BF12O12P. The level of theory is ωB97M-V with the def2-TZVPD basis set.

Orbital gap, eV: 8.25
LUMO level, eV: -4.669
Total charge: +1

The geometry in XYZ format:
```
73
Properties=species:S:1:pos:R:3:forces:R:3
C -0.27970 6.16539 1.62524 0.6736 -0.1938 0.2513
B -0.63760 4.58128 1.94579 -0.9616 1.0465 3.7711
O -1.01886 4.03679 3.27197 0.3347 0.4935 -4.5595
P -0.49582 3.34542 0.45795 -1.0370 0.2633 -2.5952
O -1.42897 3.96784 -0.87464 1.5152 -2.1024 2.0811
C 1.39608 3.19872 0.09202 0.9742 -0.2055 0.5731
O 1.69605 2.98244 -1.33407 -2.8577 -3.1911 3.6389
O 2.39038 4.04434 -1.68261 2.0758 4.5215 -3.3627
H 0.53654 6.57156 2.38680 -1.8439 -0.8272 -1.4386
H -1.24822 6.81550 1.72475 1.8413 -1.1714 -0.2107
H 0.19009 6.28476 0.55624 -1.0820 -0.1064 1.9479
H -1.40209 3.11297 3.19505 0.7397 1.2826 0.3236
H -1.07680 2.08062 0.83190 0.5031 0.5437 -0.4947
H -1.85321 3.24310 -1.42230 0.7748 0.8391 0.7928
H 1.78632 2.31701 0.77423 -0.8460 1.4844 -1.5201
H 1.97062 4.17705 0.46169 -1.5394 -2.0012 -0.9116
H 1.99310 4.38909 -2.55272 0.5385 -0.8216 1.7226
C 5.15106 1.87381 0.60208 -0.2726 0.1565 0.2008
C 6.06022 0.66567 0.71915 -0.0205 0.2414 -0.6942
O 6.13649 0.22041 2.08197 -1.1231 -1.2438 1.0567
C 5.09933 -0.56345 2.51890 -0.6049 0.6105 -3.0032
O 4.14223 -0.88356 1.81958 1.9272 0.5428 1.9940
C 5.33083 -1.00496 3.96291 0.3472 -0.8507 2.7463
F 5.74552 0.01588 4.76748 -0.4283 -0.6017 -1.1082
F 6.28753 -1.97335 4.05667 -0.8392 0.9043 -0.6220
F 4.21144 -1.51739 4.54988 0.8859 0.6295 -1.1164
H 5.47365 2.66682 1.28433 0.0954 -0.0888 -0.1552
H 5.15377 2.26289 -0.41973 0.0449 -0.0676 0.0998
H 4.12055 1.62133 0.87345 0.1319 -0.1083 -0.1133
H 7.07653 0.94259 0.41826 -0.1308 -0.1567 0.3871
H 5.74046 -0.14877 0.05901 -0.0637 0.0745 0.3194
C -5.24000 1.99097 -5.27683 -0.0903 -0.3395 0.2428
C -3.79681 2.27711 -5.64451 -0.7371 0.3477 -0.7182
O -2.91407 1.85479 -4.59391 1.1133 -1.6982 0.6681
C -2.60424 0.51899 -4.56750 -2.1560 0.1595 -2.8263
O -3.03869 -0.29992 -5.37261 1.4699 1.6525 2.3807
C -1.62350 0.21716 -3.43581 1.7145 -1.2256 1.3133
F -1.97133 0.81756 -2.26109 -0.0927 -0.0373 -0.6580
F -0.36090 0.64826 -3.72188 -1.2451 -0.1436 -0.0554
F -1.51832 -1.11486 -3.16231 -0.4715 1.6427 -0.6101
H -5.48956 2.44480 -4.31238 0.0352 0.0919 -0.1843
H -5.91883 2.38310 -6.03900 0.1400 -0.0254 0.0899
H -5.41692 0.91487 -5.17655 0.0392 0.1674 -0.1539
H -3.65684 3.35728 -5.76179 0.2437 -0.2549 0.2736
H -3.52068 1.81205 -6.59783 0.0448 -0.1059 0.3390
C -1.76719 -2.71101 3.81148 0.2514 0.1185 -0.3182
C -1.92767 -1.84048 5.04285 -0.8108 -0.7881 -0.1214
O -0.79687 -0.96938 5.19714 0.5757 2.4968 -1.0113
C -0.80585 0.17072 4.43481 -2.4040 -2.2126 -0.0463
O -1.70543 0.46292 3.65192 2.0948 0.2423 1.2227
C 0.42476 1.02563 4.73219 2.4775 0.8794 1.1646
F 1.57635 0.29556 4.77951 -1.4518 0.4507 -0.2578
F 0.32979 1.66116 5.93591 -0.4031 -0.7439 -1.2419
F 0.63402 2.00093 3.80206 -0.5157 -0.9401 0.3269
H -0.81925 -3.25746 3.84633 -0.1893 -0.0077 0.1126
H -2.58770 -3.42970 3.73573 0.1048 0.1139 0.0693
H -1.75158 -2.10623 2.89861 -0.1307 -0.0783 0.1443
H -1.96468 -2.47390 5.93590 0.3089 0.3571 -0.0729
H -2.86177 -1.26768 5.01639 0.3210 0.0899 -0.0715
C -1.48346 -4.20141 -3.75092 -0.3017 0.0470 0.2701
C -0.57431 -5.40955 -3.63385 -0.0633 0.3112 -0.7678
O -0.49803 -5.85480 -2.27103 -1.0148 -1.2280 1.1245
C -1.53520 -6.63866 -1.83410 -0.8207 0.5647 -3.1485
O -2.49229 -6.95878 -2.53341 2.1130 0.5152 2.1281
C -1.30370 -7.08018 -0.39009 0.1754 -0.9143 2.5316
F -0.88900 -6.05933 0.41448 -0.3636 -0.5220 -0.9791
F -0.34699 -8.04857 -0.29633 -0.7864 0.8827 -0.5662
F -2.42309 -7.59260 0.19689 0.9517 0.6461 -1.0840
H -1.16088 -3.40839 -3.06867 0.0991 -0.1945 -0.1874
H -1.48076 -3.81232 -4.77273 0.0346 -0.0605 0.1154
H -2.51398 -4.45388 -3.47955 0.1543 -0.0416 -0.1560
H 0.44201 -5.13262 -3.93474 -0.1003 -0.1800 0.3920
H -0.89407 -6.22398 -4.29399 -0.0667 0.0690 0.3261
```
Forces are in eV/Å.

=====

This record from the Open Molecules 2025 dataset describes 4 unconnected molecules or ions with the total composition C3H16N2O3S. The level of theory is ωB97M-V with the def2-TZVPD basis set.

Orbital gap, eV: 8.98
Energy above the lowest of the compared OMol25 structures with the same formula, charge and spin, kJ/mol: 78.9
Structure (SMILES): NC[C@@H](N)CS.O.O.O
LUMO level, eV: 0.155

The geometry in XYZ format:
```
25
Properties=species:S:1:pos:R:3:forces:R:3
N -1.56428 -1.58271 -0.90980 -0.1579 -0.4203 -0.6765
C -1.84776 -0.15645 -0.87586 0.8619 0.2024 0.8440
C -0.74802 0.66551 -0.18041 -0.1770 0.4219 -0.1464
N 0.55059 0.80074 -0.85614 -0.5542 0.0102 0.1664
C -1.31585 2.09672 -0.00145 0.8063 0.3169 0.9078
S -1.56745 2.57772 1.77275 -0.6433 -0.5053 -0.3454
H -2.31346 -2.04806 -1.41319 -0.2013 -0.0339 0.3304
H -0.74441 -1.85836 -1.44849 0.1271 0.7023 0.1201
H -2.68223 -0.04925 -0.17853 -0.3545 0.1996 -0.4011
H -2.05367 0.38298 -1.81183 -0.2173 -0.4576 -0.2397
H -0.57219 0.15938 0.77094 0.0030 0.2766 0.1523
H 0.40899 0.68383 -1.84716 0.3173 -0.1482 -0.2448
H 1.21409 0.13254 -0.50537 0.0736 -0.2904 -0.2350
H -2.17178 2.26255 -0.65231 -0.3391 0.1079 0.4515
H -0.55969 2.83420 -0.23496 0.1823 -0.2590 -0.7816
H -0.60112 1.74088 2.15900 0.0636 0.1421 0.2675
O 1.82955 -1.55650 2.09215 -0.0204 -0.0829 0.1353
H 0.87215 -1.45655 2.14864 0.0225 -0.0845 0.0175
H 2.03498 -1.38930 1.17123 -0.2489 0.3878 -0.1511
O 1.09957 -2.02181 -2.16063 0.4979 0.0698 0.1701
H 1.41939 -2.57662 -1.43922 -0.3227 -0.3997 -0.2384
H 1.78648 -1.34346 -2.08029 -0.2920 0.0140 -0.4534
O 3.25092 -1.94473 -0.57822 0.4996 0.1898 1.5023
H 3.96286 -1.39128 -0.22919 0.2760 0.3287 -0.6928
H 3.06361 -2.39043 0.26526 -0.2024 -0.6881 -0.4592
```
Forces are in eV/Å.

=====

This record from the Open Molecules 2025 dataset describes a molecular structure, C18H12F5MoN4O2. The level of theory is ωB97M-V with the def2-TZVPD basis set.

Spin multiplicity: 3
Orbital gap (alpha / beta), eV: 6.92 / 7.28
Energy above the lowest of the compared OMol25 structures with the same formula, charge and spin, kJ/mol: 0.0
⟨S²⟩: 2.01
LUMO level (alpha / beta), eV: -5.084 / -5.054
Total charge: +1

The geometry in XYZ format:
```
42
Properties=species:S:1:pos:R:3:forces:R:3
Mo 0.19566 -0.11347 -0.61461 0.0379 -0.0863 -0.1387
C -1.40168 -2.18553 1.03050 0.0035 -0.0167 -0.0064
N -0.00926 -1.91652 0.59891 -0.0254 0.0149 -0.0667
C 0.49291 -3.10461 -0.13956 0.0234 -0.0704 -0.0189
C 0.86733 -1.65837 1.77695 0.0299 -0.0269 0.0386
C 2.14768 -1.03452 1.29797 -0.0173 0.0138 -0.0262
C 3.35499 -1.21262 1.94943 -0.0034 -0.0097 0.0022
C 4.49513 -0.58589 1.46223 0.0090 0.0198 -0.0242
C 4.43715 0.22138 0.33214 0.0043 -0.0172 0.0274
C 3.23073 0.41425 -0.31973 -0.0231 0.0253 -0.0413
C 2.07607 -0.21673 0.15462 0.0001 -0.1209 0.0453
H -1.42891 -3.08619 1.64732 0.0138 0.0022 -0.0009
H -2.02604 -2.34404 0.15165 0.0153 0.0051 -0.0038
H -1.77929 -1.34310 1.60101 0.0013 0.0320 0.0209
H 0.45044 -3.97790 0.51436 0.0009 0.0123 0.0072
H 1.52198 -2.94139 -0.45365 -0.0110 0.0097 0.0105
H -0.12791 -3.27564 -1.01432 0.0041 -0.0011 0.0049
H 1.03475 -2.58928 2.32502 -0.0095 0.0050 -0.0074
H 0.33638 -0.96759 2.43399 -0.0271 0.0235 0.0303
H 3.41476 -1.84476 2.82681 0.0024 0.0057 0.0039
H 5.44087 -0.73428 1.96607 0.0018 0.0055 0.0036
H 5.33292 0.70131 -0.03707 0.0041 0.0028 0.0002
H 3.19440 1.05192 -1.19315 -0.0025 0.0081 0.0083
O -0.18044 -1.14983 -2.25057 0.0361 -0.0147 0.0397
N -0.24388 -0.90232 -3.55595 0.0424 0.1459 -0.0526
C 0.09421 0.28136 -3.95059 -0.0415 -0.1024 0.0462
C 0.06575 0.63634 -5.33496 0.0163 0.0212 0.0187
N 0.06255 0.96981 -6.43217 -0.0024 -0.0105 0.0062
C 0.48243 1.21186 -2.92799 -0.1191 -0.0685 -0.0192
N 0.71729 1.72481 -1.92033 -0.0053 0.1569 -0.0021
F -5.15087 4.18565 0.70665 0.0204 -0.0218 -0.0094
C -4.11195 3.36557 0.68790 0.0086 -0.0028 -0.0106
C -3.32942 3.21098 1.82436 -0.0212 -0.0038 -0.1031
F -3.62433 3.88538 2.92350 0.0085 -0.0039 0.0158
C -2.24296 2.35324 1.80759 0.0883 -0.0605 -0.0182
F -1.49950 2.19899 2.89982 0.0114 -0.0172 0.0105
C -1.92315 1.64333 0.65603 -0.0805 0.1732 -0.0746
O -0.90680 0.76241 0.63110 0.0714 -0.0849 0.3221
C -2.71409 1.81452 -0.46632 -0.0265 -0.0322 -0.1455
F -2.38950 1.09979 -1.57337 -0.0243 0.0824 0.1368
C -3.80516 2.66074 -0.46720 -0.0203 -0.0157 -0.0214
F -4.55120 2.79093 -1.55440 0.0051 0.0228 -0.0078
```
Forces are in eV/Å.

=====

This record from the Open Molecules 2025 dataset describes 2 unconnected molecules or ions with the total composition C10H16O. The level of theory is ωB97M-V with the def2-TZVPD basis set.

Orbital gap, eV: 9.93
Energy above the lowest of the compared OMol25 structures with the same formula, charge and spin, kJ/mol: 289.7
Structure (SMILES): Cc1ccccc1.CC(C)O
LUMO level, eV: 0.842

The geometry in XYZ format:
```
27
Properties=species:S:1:pos:R:3:forces:R:3
C 3.55490 -0.45107 -0.14358 -3.9298 4.6105 -3.4781
C 2.22895 -0.05972 0.56427 -2.6921 -1.9298 1.7116
C 1.36833 1.07841 0.61542 0.4705 -0.9967 -0.6455
C 0.13825 1.12768 1.30725 0.5136 2.7207 0.0948
C -0.29671 0.10417 2.09478 -1.2900 -0.5952 0.5880
C 0.47982 -1.04835 2.17181 1.5950 0.5517 -1.1157
C 1.68183 -1.11654 1.37485 -0.9739 0.9725 1.1684
H 3.36555 -0.84577 -1.17749 -0.0241 -0.0479 1.0638
H 3.97000 -1.10812 0.46608 2.5468 -2.7457 2.3428
H 4.05930 0.49761 -0.34795 0.7262 -0.3983 0.4075
H 1.60723 1.89054 -0.01852 0.3306 1.0585 -0.3697
H -0.47920 2.12886 1.39388 1.5523 -2.0691 -0.6135
H -1.30774 0.25724 2.55880 1.2665 -0.5605 -0.0469
H 0.26864 -1.84171 2.88432 -0.1192 -0.0238 -0.3779
H 2.24546 -2.00804 1.55277 0.4476 -0.4981 -0.2644
C -1.36084 -1.12636 -1.28713 1.5016 0.6649 -0.0681
C -2.27889 0.03765 -1.65166 1.1968 0.1415 -1.9012
C -2.47682 0.92591 -0.50609 1.0979 3.6492 0.2379
O -1.62736 0.84173 -2.72187 -1.1329 -1.1459 -0.7410
H -0.42036 -1.07303 -1.96069 -1.2055 0.1172 1.6839
H -1.79467 -2.03869 -1.56301 -0.7981 -1.4976 -0.3589
H -1.21311 -1.16854 -0.16784 0.4901 0.1076 -1.3539
H -3.24694 -0.33913 -2.11792 1.1857 0.6786 0.5164
H -1.43803 1.47265 -0.24555 -2.3463 -1.9333 -0.2584
H -3.00447 1.83256 -0.90817 -0.3720 -0.8750 0.7472
H -2.97215 0.44747 0.34274 0.2048 0.3615 0.0283
H -1.05097 1.58259 -2.50950 -0.2422 -0.3174 1.0026
```
Forces are in eV/Å.

=====

What are the max |F| values for these records? In order: 0.1168, 0.0310, 0.0066, 0.1358 hartree/bohr.